A structure of composition C20H27O5SbSe4Tc. Source: the OMol25 dataset; level of theory: the ωB97M-V functional and the def2-TZVPD basis.

Structure (XYZ):
```
58
C20H27O5SbSe4Tc, DFT the ωB97M-V functional and the def2-TZVPD basis
Tc 0.4760 -0.4699 0.1577
C 1.0392 -2.3986 -2.1762
C 1.3676 -3.2127 -0.9046
O 1.2971 -2.3344 0.2504
C 1.0696 -2.9400 1.5541
C 1.3334 -1.8789 2.5948
O 0.5661 -0.6716 2.2935
C 1.1599 0.4977 2.9139
C 0.6400 1.7232 2.2001
O 0.7378 1.5711 0.7497
C 1.8586 2.2280 0.1168
C 3.0783 1.3684 0.3324
O 2.7022 -0.0141 0.0836
C 3.3264 -0.5940 -1.0942
C 2.4143 -0.3981 -2.2800
O 1.1189 -0.9653 -1.9826
H 0.0247 -2.5949 -2.5101
H 1.7142 -2.6858 -2.9816
H 0.6420 -4.0182 -0.7772
H 2.3699 -3.6389 -0.9245
H 1.7704 -3.7650 1.6911
H 0.0490 -3.3158 1.5874
H 2.3928 -1.6150 2.5972
H 1.0475 -2.2436 3.5819
H 2.2445 0.4149 2.8312
H 0.8896 0.5259 3.9707
H 1.2013 2.6058 2.5060
H -0.4120 1.8909 2.4067
H 1.9827 3.2296 0.5290
H 1.5822 2.3090 -0.9333
H 3.4462 1.4231 1.3557
H 3.8890 1.6652 -0.3311
H 3.4811 -1.6463 -0.8685
H 4.3039 -0.1412 -1.2513
H 2.8253 -0.8618 -3.1776
H 2.2346 0.6560 -2.4882
C -2.5488 3.3383 -2.7011
C -1.8252 2.2038 -3.1018
C -1.5095 1.1965 -2.2115
C -1.9334 1.2765 -0.8824
C -1.6612 0.2570 0.1252
C -2.2242 0.3872 1.4246
C -2.9363 1.5045 1.7932
C -3.1528 2.5032 0.8472
C -2.6761 2.4186 -0.4722
C -2.9660 3.4466 -1.4029
H -2.7784 4.1137 -3.4187
H -1.5116 2.1165 -4.1343
H -0.9451 0.3401 -2.5589
H -2.0969 -0.4301 2.1259
H -3.3554 1.5902 2.7864
H -3.7362 3.3754 1.1232
H -3.5293 4.3106 -1.0728
Se -5.2984 -0.8751 -0.8145
Sb -5.0636 -3.0089 0.0518
Se -1.6255 -1.5536 -0.5338
Se -2.4755 -3.1918 0.8679
Se -6.0150 -5.0237 0.5366
```

Properties
energy: -11080.2206 a.u.
total charge: +3
LUMO energy: -10.5 eV
2S+1: 1
energy relative to the best compared isomer or geometry (same formula, charge and spin): 0.00 kcal/mol

Mulliken atomic charge list, values in e, 6 entries:
1 Tc 0.126
2 C -0.603
3 C -0.795
4 O 0.134
5 C -0.422
6 C -0.673

---

A structure of composition C20H28AsF6N5O7RbS2 in a non-equilibrium geometry. Source: the OMol25 dataset; level of theory: the ωB97M-V functional and the def2-TZVPD basis.

Structure (XYZ):
```
70
C20H28AsF6N5O7RbS2, DFT the ωB97M-V functional and the def2-TZVPD basis
Rb 0.6630 -0.1213 -0.6655
C -1.1581 -3.4101 0.6439
C -2.3600 -2.7598 -0.0421
N -1.9428 -1.7659 -1.0126
C -2.8748 -0.6820 -1.2493
C -3.0445 0.2104 -0.0208
C -4.2142 0.9307 0.1617
C -4.3139 1.7499 1.2762
C -3.2564 1.8175 2.1638
C -2.1181 1.0649 1.8976
C -0.9086 1.1438 2.8319
N 0.1868 0.2688 2.4911
C 0.2492 -1.0014 3.1932
C -0.7170 -2.0471 2.6480
N -0.3343 -2.4307 1.3119
N -2.0227 0.2744 0.8368
H -0.5457 -3.9057 -0.1154
H -1.5235 -4.1989 1.3261
H -2.9677 -2.2647 0.7213
H -2.9953 -3.5413 -0.4872
H -1.6755 -2.1812 -1.8986
H -3.8770 -1.0147 -1.5667
H -2.4683 -0.0533 -2.0440
H -5.0163 0.8577 -0.5631
H -5.2082 2.3397 1.4450
H -3.2940 2.4551 3.0410
H -1.2672 0.9567 3.8582
H -0.5520 2.1746 2.8145
H 1.0799 0.7383 2.4931
H 0.0504 -0.8734 4.2708
H 1.2699 -1.3784 3.0929
H -1.7305 -1.6277 2.6312
H -0.7406 -2.9016 3.3492
H 0.6464 -2.6823 1.2822
N 0.0057 -0.0220 -4.3885
C -0.0411 -1.2932 -3.9374
O -1.0601 -1.9826 -3.9778
C 1.2810 -1.8245 -3.3885
C 1.1667 -3.1547 -2.7376
H -0.9004 0.3997 -4.5247
H 0.7108 0.6158 -4.0056
H 1.7261 -1.0907 -2.7090
H 1.9967 -1.8385 -4.2205
H 2.0391 -3.6110 -2.2928
H 0.2035 -3.6408 -2.6778
O 2.9107 0.5390 -1.6608
S 2.6857 1.8994 -2.1196
O 3.9027 2.6448 -2.3671
O 1.7202 1.9644 -3.2021
C 2.0000 2.6941 -0.6327
C 2.9927 2.9010 0.3346
C 2.7004 3.5256 1.5298
C 1.4069 3.9708 1.7767
C 0.4138 3.7515 0.8430
C 0.6789 3.0920 -0.3630
S -0.7706 2.8832 -1.4475
O -0.6178 3.8712 -2.4906
O -1.8898 3.1203 -0.5506
O -0.7076 1.4938 -1.9157
H 3.9966 2.5569 0.1271
H 3.4821 3.6676 2.2671
H 1.1672 4.4788 2.7050
H -0.6063 4.0606 1.0257
F 2.5517 -0.4445 0.8503
As 3.8147 -1.6778 0.6729
F 3.6090 -1.8427 -1.0296
F 4.9847 -0.4427 0.4743
F 4.9678 -2.9469 0.6850
F 3.9492 -1.6208 2.4008
F 2.5108 -2.8381 0.8311
```

Properties
energy: -5235.0957 a.u.
total charge: -2
<S²>: 0.754
LUMO energy (spin up / spin down): 3.8 / 3.8 eV
2S+1: 2
energy relative to the best compared isomer or geometry (same formula, charge and spin): 0.00 kcal/mol

Mulliken atomic charge list, values in e, 6 entries:
1 Rb 0.524
2 C -1.094
3 C -0.838
4 N 0.256
5 C -1.111
6 C 0.940

---

A structure of composition C20H28AsN2O4PdSb in a non-equilibrium geometry. Source: the OMol25 dataset; level of theory: the ωB97M-V functional and the def2-TZVPD basis.

Structure (XYZ):
```
57
C20H28AsN2O4PdSb, DFT the ωB97M-V functional and the def2-TZVPD basis
Pd 0.1497 -0.0022 -0.4227
O -4.6128 -0.7916 -1.3623
C -5.0233 -1.2482 -0.2235
C -6.3541 -1.7140 -0.0371
C -6.7865 -2.2147 1.1743
C -5.9267 -2.2746 2.2755
C -4.6294 -1.8054 2.1246
C -4.1695 -1.2930 0.9185
C -2.7802 -0.7704 0.7812
O -2.4105 -0.5171 -0.4759
N -2.0614 -0.5999 1.8270
N -0.8462 0.0866 1.6974
C 0.1318 -0.4788 2.3029
C 1.4618 0.0664 2.5954
C 2.2083 -0.7086 3.4908
C 3.4830 -0.3798 3.9225
C 4.0573 0.7910 3.4092
C 3.3724 1.5757 2.5114
C 2.0398 1.2793 2.0473
O 1.4665 2.0407 1.2167
H -3.2938 -0.5884 -1.0333
H -7.0190 -1.6631 -0.8924
H -7.8112 -2.5633 1.2710
H -6.2628 -2.6765 3.2238
H -3.9317 -1.8259 2.9529
H -0.0457 -1.4752 2.7193
H 1.7509 -1.6219 3.8612
H 4.0141 -1.0109 4.6244
H 5.0578 1.0824 3.7191
H 3.8227 2.4758 2.1057
C -0.2639 2.8413 -3.3779
Sb 0.5445 2.1842 -1.4674
C -0.1052 3.9556 -0.4620
C 2.5132 2.9476 -1.9117
H -0.0166 3.8942 -3.5370
H -1.3487 2.7225 -3.3695
H 0.1426 2.2457 -4.1981
H 0.3121 4.8311 -0.9657
H 0.2396 3.8917 0.5685
H -1.1953 4.0047 -0.4866
H 2.4140 3.8976 -2.4427
H 3.0765 2.2435 -2.5267
H 3.0398 3.1013 -0.9687
C 0.9986 -1.2177 -3.2515
As 1.6938 -1.6467 -1.4761
C 2.8573 -3.1331 -2.0992
C 3.1866 -0.5917 -0.7739
O 0.6844 -2.4264 -0.3914
H 1.5655 -0.3795 -3.6595
H -0.0385 -0.9211 -3.1226
H 1.0866 -2.0914 -3.9003
H 3.5785 -2.8009 -2.8511
H 2.2183 -3.9111 -2.5189
H 3.3867 -3.5376 -1.2358
H 3.9287 -0.4406 -1.5616
H 3.6091 -1.1934 0.0324
H 2.8404 0.3556 -0.3698
```

Properties
energy: -3793.2257 a.u.
total charge: -2
LUMO energy: 4.9 eV
2S+1: 1
energy relative to the best compared isomer or geometry (same formula, charge and spin): 0.00 kcal/mol

Mulliken atomic charge list, values in e, 6 entries:
1 Pd 0.665
2 O -0.948
3 C 0.171
4 C -0.553
5 C -0.278
6 C -0.689

---

A structure of composition C20H28AuN3O4S3 in a non-equilibrium geometry. Source: the OMol25 dataset; level of theory: the ωB97M-V functional and the def2-TZVPD basis.

Structure (XYZ):
```
59
C20H28AuN3O4S3, DFT the ωB97M-V functional and the def2-TZVPD basis
Au -1.5852 -1.9740 -1.1072
N -0.9050 -1.9843 -3.6713
C -0.3660 -0.7653 -3.9946
C -1.1673 0.1721 -4.6785
C -0.6807 1.4222 -4.9429
C 0.6014 1.7313 -4.4818
C 1.4459 0.8176 -3.8440
C 0.9453 -0.4343 -3.5835
S 1.0216 3.5268 -4.4672
O -0.0728 4.0559 -3.6811
O 0.9642 3.7586 -5.8912
O 2.3147 3.5823 -3.8376
H -0.2535 -2.7587 -3.6327
H -1.7544 -2.2189 -4.1717
H -2.1749 -0.0933 -4.9743
H -1.2637 2.1655 -5.4678
H 2.4363 1.1209 -3.5354
H 1.5420 -1.1559 -3.0374
C 1.3645 -0.7130 4.3285
C 1.8453 -1.8604 3.4437
N 0.7557 -2.4651 2.6726
C 0.0035 -3.5484 3.3110
C -1.3764 -3.1465 3.8318
C 0.4203 -2.0220 1.4563
C 1.2460 -0.9372 0.8305
N -0.5824 -2.5229 0.7831
H 2.2002 -0.2963 4.8897
H 0.6208 -1.0588 5.0453
H 0.9243 0.0832 3.7267
H 2.2875 -2.6392 4.0636
H 2.6213 -1.5069 2.7684
H 0.6011 -3.9068 4.1464
H -0.0833 -4.3773 2.6023
H -1.2910 -2.4222 4.6396
H -1.8729 -4.0331 4.2243
H -2.0083 -2.7222 3.0529
H 2.2551 -1.2992 0.6283
H 1.3249 -0.0639 1.4767
H 0.7943 -0.6351 -0.1057
H -1.0762 -3.2952 1.2068
S -3.0050 -4.6926 -2.5075
C -2.2969 -3.7770 -1.4571
C -2.5095 2.3786 -0.8632
S -1.8271 1.0717 0.1729
O -1.1523 0.1455 -0.8527
C -0.5115 2.0039 0.9545
C -0.6318 2.2484 2.3169
C 0.3464 2.9937 2.9561
C 1.4268 3.4808 2.2330
C 1.5419 3.2187 0.8736
C 0.5702 2.4691 0.2308
H -1.7140 2.8699 -1.4249
H -3.0088 3.0863 -0.2030
H -3.2337 1.9168 -1.5323
H -1.4877 1.8679 2.8620
H 0.2652 3.2063 4.0133
H 2.1856 4.0672 2.7331
H 2.3677 3.6058 0.2940
H 0.6522 2.2592 -0.8218
```

Properties
energy: -2573.9610 a.u.
total charge: +1
<S²>: 3.777
LUMO energy (spin up / spin down): -3.1 / -6.4 eV
2S+1: 4
energy relative to the best compared isomer or geometry (same formula, charge and spin): 12.03 kcal/mol

Mulliken atomic charge list, values in e, 6 entries:
1 Au 0.361
2 N -0.525
3 C 0.949
4 C -0.471
5 C -0.883
6 C -0.027